{"formula": "C2H3NO2", "method": "ωB97M-V/def2-TZVPD", "symbols": ["C", "C", "N", "O", "O", "H", "H", "H"], "coordinates": [[-0.5356, -0.9192, 0.7046], [-0.6002, 0.4832, 0.0377], [1.7644, 0.2271, 0.0226], [0.7758, 1.0453, 0.1830], [1.6204, -0.8756, -0.3288], [-0.8989, -1.6765, 0.0420], [-0.7983, 0.4223, -0.9929], [-1.3276, 1.2934, 0.3319]], "nbo_charge": [-0.0634, -0.3041, 0.4107, -0.2921, -0.2880, 0.1041, 0.1778, 0.2550], "homo_ev": [-9.048, -9.131], "relative_energy_ev": 7.809, "largest_force_ev_per_a": 3.74, "orbital_gap_ev": [8.3, 8.4], "lumo_ev": [-0.8, -0.8]}